7
Properties=species:S:1:pos:R:3:mulliken_charge:R:1 method="wB97M-V/def2-TZVPD" fmax_ev_per_a=5.49 orbital_gap_ev=6.9122 e_above_lowest_kcal_mol=145.57 energy_ev=-4076.5697
N -0.093 0.428 -1.183 -0.43
C 0.160 -0.168 -0.026 -0.16
N 0.413 0.431 1.138 -0.69
H -1.551 -0.660 -0.566 0.30
H 0.089 1.450 -1.042 0.29
H 0.326 -1.269 -0.230 0.48
H 0.656 -0.212 1.909 0.21